A structure of composition C50H42O2P2SSbSe4Y. Source: the Open Molecules 2025 dataset; level of theory: wB97M-V/def2-TZVPD.

XYZ file:
```
103
Properties=species:S:1:pos:R:3:forces:R:3:mulliken_charge:R:1
Y -0.431735 0.067273 0.400951 -0.31 0.35 0.18 -0.0444
O -2.929868 -0.203486 -0.443246 0.22 -0.10 -0.04 1.4239
C -3.684744 -1.385381 -0.266662 -0.03 -0.04 0.01 -0.1761
C -5.062060 -1.337118 -0.138753 -0.13 0.05 -0.01 -0.3226
C -5.779132 -2.519772 -0.047865 0.05 -0.02 -0.01 -0.7622
C -5.128087 -3.746972 -0.076853 0.06 0.06 -0.01 -1.0106
C -3.746686 -3.771199 -0.114164 -0.08 -0.05 0.03 0.0078
C -3.003440 -2.590980 -0.194534 0.07 -0.04 0.00 -0.5966
P -1.234836 -2.633818 0.202242 -0.02 -0.42 0.14 2.1988
C -0.335230 -3.467115 -1.127694 -0.08 0.09 0.00 0.4439
C 1.016976 -3.738469 -0.907810 0.04 -0.06 0.01 -0.0874
C 1.762519 -4.365207 -1.892352 0.02 -0.03 0.01 -1.1310
C 1.174304 -4.693137 -3.108860 0.01 0.00 0.00 -0.6352
C -0.162551 -4.402527 -3.335418 0.00 0.00 -0.03 -0.8115
C -0.922581 -3.794412 -2.344700 -0.02 0.00 -0.02 -0.9623
C -1.260954 -3.789592 1.613820 -0.02 0.06 -0.01 0.9583
C -1.892021 -3.368254 2.786163 -0.03 0.09 -0.06 -1.4372
C -2.004071 -4.226940 3.865651 0.04 -0.15 -0.03 -0.7087
C -1.489771 -5.518170 3.782243 -0.05 0.09 0.06 -0.6991
C -0.881470 -5.943376 2.613764 0.03 0.00 0.03 -0.6665
C -0.767030 -5.083796 1.529615 0.01 0.00 -0.10 -0.1892
C -3.604585 0.851608 -1.091427 -0.05 0.25 0.01 -1.1965
C -4.356267 0.611812 -2.231000 -0.02 -0.11 -0.01 -0.1048
C -5.034352 1.660098 -2.827392 -0.02 0.03 -0.01 -0.8475
C -4.962863 2.942400 -2.295025 0.02 -0.02 0.02 -0.8994
C -4.151142 3.181388 -1.202015 -0.02 -0.03 -0.01 -0.5158
C -3.444082 2.140941 -0.595991 0.08 0.04 0.06 0.9438
P -2.068003 2.426081 0.556487 0.22 -0.15 -0.10 1.5692
C -0.744691 2.814554 -0.662424 -0.24 -0.23 0.14 0.4664
C 0.248933 3.754080 -0.413009 0.21 0.03 0.01 -1.1092
C 1.320935 3.869379 -1.288939 0.00 -0.02 -0.01 -0.8410
C 1.440269 3.026228 -2.386155 -0.02 0.02 0.03 -0.7366
C 0.466606 2.069067 -2.631481 0.05 -0.02 -0.02 -1.1850
C -0.626983 1.967742 -1.780441 0.04 0.01 0.21 -0.2640
C -2.301144 3.870424 1.585675 -0.15 0.03 0.03 0.8744
C -2.436735 3.664289 2.960140 0.00 0.01 -0.08 -0.4576
C -2.657065 4.746343 3.799416 0.00 -0.02 0.01 -0.7414
C -2.738860 6.024919 3.271057 0.00 0.03 -0.01 -0.5604
C -2.595644 6.235626 1.903322 0.00 0.01 0.03 -0.9298
C -2.377218 5.163192 1.057811 0.03 -0.03 0.03 -0.3009
H -5.585314 -0.392225 -0.124851 0.01 0.02 0.00 0.5992
H -6.855748 -2.475950 0.045090 0.00 0.00 0.00 0.4646
H -5.690045 -4.668508 -0.023667 0.00 -0.01 0.00 0.4746
H -3.219406 -4.714624 -0.038243 -0.03 0.00 0.00 0.5477
H 1.470355 -3.501783 0.051997 -0.01 -0.01 0.03 0.5325
H 2.802108 -4.607805 -1.710517 0.00 0.00 -0.01 0.4599
H 1.758476 -5.182920 -3.876367 0.00 0.00 0.00 0.4513
H -0.621610 -4.661636 -4.280077 0.00 -0.01 0.00 0.4626
H -1.971974 -3.589669 -2.519333 0.00 0.00 0.01 0.4163
H -2.308466 -2.369882 2.859749 -0.01 -0.02 -0.03 0.4960
H -2.504886 -3.890500 4.764426 0.00 -0.03 0.01 0.7436
H -1.572008 -6.191103 4.625118 0.00 0.01 0.01 0.4319
H -0.484695 -6.946972 2.542021 -0.01 -0.01 0.00 0.4681
H -0.289861 -5.437438 0.626170 0.02 0.01 -0.03 0.4163
H -4.439424 -0.388944 -2.632826 0.01 -0.01 0.02 0.5801
H -5.630094 1.469832 -3.709805 0.00 0.01 0.00 0.4577
H -5.514356 3.753792 -2.748813 0.00 0.00 0.00 0.4562
H -4.055516 4.185115 -0.811487 0.00 0.02 0.00 0.4719
H 0.182404 4.404085 0.450358 -0.01 0.00 0.00 0.5071
H 2.070161 4.629787 -1.110565 0.00 -0.01 -0.01 0.6491
H 2.286525 3.116377 -3.051446 -0.01 0.01 0.00 0.5665
H 0.548694 1.414781 -3.489038 0.01 0.02 -0.01 0.6322
H -1.441029 1.284623 -2.017809 0.06 0.02 -0.17 0.4352
H -2.370497 2.663320 3.370776 0.01 0.01 -0.01 0.3816
H -2.763659 4.588452 4.864027 0.00 0.00 -0.01 0.4447
H -2.911705 6.867670 3.926889 0.00 0.00 0.00 0.4188
H -2.654191 7.237554 1.500253 0.00 0.00 0.00 0.4318
H -2.247775 5.332327 -0.004410 0.00 0.01 0.00 0.4200
Se 2.038330 -3.513102 3.171099 0.03 0.16 0.06 -0.3966
Sb 0.803608 -1.789514 4.238829 -0.04 -0.09 -0.12 1.1568
Se -0.349190 -2.097383 6.406315 0.06 0.05 0.06 -0.2854
Se 1.591471 -0.617949 6.288723 -0.01 -0.03 0.10 -0.3384
Se -0.561625 -0.003976 3.113328 0.10 0.14 -0.15 -0.2760
O 1.712870 0.074552 0.126502 0.06 -0.10 0.12 -0.6081
S 2.761391 -0.844813 0.833442 0.06 0.17 -0.22 1.0973
C 3.638842 0.239457 2.003680 -0.14 -0.03 -0.01 -1.3925
C 4.478258 1.326025 1.414669 0.06 -0.07 -0.04 0.4446
C 5.864002 1.180026 1.380559 -0.03 -0.01 0.01 -0.3030
C 6.661320 2.172492 0.831954 -0.01 0.06 -0.03 -0.7622
C 6.075060 3.320447 0.314407 0.06 -0.04 0.02 -0.6284
C 4.696405 3.472763 0.355549 -0.04 0.03 0.00 -0.5875
C 3.897613 2.481439 0.903701 -0.03 0.03 -0.01 0.0579
C 4.040515 -1.174501 -0.447132 -0.09 0.09 0.00 -1.5616
C 3.811282 -0.446387 -1.740198 0.01 -0.06 -0.01 -0.1476
C 2.926412 -0.963745 -2.683115 -0.01 -0.04 0.03 0.8606
C 2.788594 -0.352797 -3.918699 -0.01 0.01 -0.04 -1.0133
C 3.531583 0.781823 -4.220897 -0.01 -0.01 -0.01 -0.4062
C 4.400401 1.309183 -3.276813 0.02 -0.01 0.01 -1.1508
C 4.537018 0.700115 -2.037093 0.02 0.05 -0.01 0.0815
H 4.227958 -0.462081 2.600613 -0.04 -0.04 -0.01 0.5524
H 2.829387 0.620298 2.634692 0.00 -0.03 -0.02 0.4130
H 6.324560 0.294652 1.805047 0.00 0.00 0.00 0.4572
H 7.736423 2.055506 0.820065 0.00 0.01 0.00 0.4259
H 6.693540 4.103285 -0.103522 0.01 0.00 0.00 0.4324
H 4.248524 4.380423 -0.027475 -0.01 0.00 0.00 0.3945
H 2.821838 2.606329 0.942159 0.00 0.00 0.00 0.3471
H 4.003489 -2.255052 -0.581457 -0.04 0.00 0.00 0.6017
H 4.998539 -0.908600 -0.004712 0.01 0.01 0.06 0.6601
H 2.372587 -1.871734 -2.466165 0.03 0.05 -0.01 0.2615
H 2.124782 -0.782037 -4.658848 0.00 0.01 -0.01 0.5301
H 3.447251 1.242278 -5.197007 0.00 0.00 0.00 0.4364
H 4.993201 2.183898 -3.512254 0.00 0.00 0.00 0.4772
H 5.232703 1.103244 -1.311711 0.01 0.00 -0.01 0.3959
```
Forces are in eV/Å.

## Properties
total energy	-13045.88187	Eh
charge	+2
orbital gap	6.423	eV
ΔE to the lowest compared entry with this formula, charge and spin	1.397	eV



A structure of composition C50H43F5Ge2N5O6Ti in a non-equilibrium geometry. Source: the Open Molecules 2025 dataset; level of theory: wB97M-V/def2-TZVPD.

XYZ file:
```
112
Properties=species:S:1:pos:R:3:forces:R:3:lowdin_spin:R:1
Ti 0.329687 -0.419107 0.980070 -0.51 -1.17 -1.89 0.7049
C 2.231682 2.876936 -3.046221 0.00 -0.26 0.23 0.0000
O 3.128264 2.189805 -2.118562 -0.15 0.13 -0.21 0.0010
C 2.305113 1.550825 -1.251337 1.31 -0.44 0.47 0.0033
N 1.073069 1.633418 -1.393171 -1.27 0.02 -0.30 0.0064
C 0.812787 2.459060 -2.581517 0.01 0.03 0.11 0.0007
C -0.084528 3.629774 -2.255072 0.01 0.13 -0.06 0.0003
C 0.029613 4.306762 -1.044337 0.21 0.09 -0.39 0.0001
C -0.757042 5.421028 -0.782526 0.01 0.02 -0.34 0.0000
C -1.666427 5.873879 -1.734107 0.07 -0.02 0.07 0.0000
C -1.781749 5.203723 -2.945731 0.02 -0.08 -0.01 0.0000
C -0.995681 4.084870 -3.202278 -0.11 0.03 -0.04 0.0000
C 2.965509 0.930633 -0.065735 -1.37 -0.14 -0.19 0.0420
C 4.290568 1.120000 0.134313 1.34 0.11 0.45 0.0017
C 4.866205 0.856765 1.390749 0.14 0.22 -0.75 0.0544
C 4.026342 0.567015 2.427589 0.03 -0.26 0.80 0.0027
C 2.679693 0.372665 2.173213 -0.18 -0.09 -1.22 0.0589
N 2.158631 0.371703 0.888943 1.81 1.41 0.69 0.0349
C 1.667324 0.410132 3.207349 -0.32 0.00 0.02 0.0455
N 0.428078 0.275933 2.929058 -0.37 0.18 0.56 0.0090
C -0.366173 0.682797 4.103016 0.04 -0.19 -0.05 0.0033
C 0.724363 0.839588 5.182943 0.08 0.01 -0.22 0.0008
O 1.981347 0.767372 4.437010 0.22 0.07 0.83 0.0229
C -1.524410 -0.213607 4.498236 0.04 -0.03 0.06 -0.0003
C -2.150845 -1.079753 3.611610 -0.01 0.02 0.14 0.0019
C -3.225121 -1.855967 4.017797 -0.03 0.02 0.11 0.0003
C -3.693262 -1.773409 5.321971 -0.02 -0.01 0.02 0.0002
C -3.084790 -0.899567 6.211689 0.03 0.03 -0.01 0.0000
C -2.008146 -0.123122 5.799491 -0.06 0.06 0.10 0.0000
H 2.468545 2.552472 -4.052235 0.06 -0.13 -0.11 0.0001
H 2.397541 3.944700 -2.955787 0.10 0.15 0.08 0.0000
H 0.309107 1.840560 -3.321832 0.03 -0.08 -0.09 0.0003
H 0.743886 3.944954 -0.307734 -0.19 0.25 -0.81 0.0000
H -0.665572 5.942561 0.163834 0.02 0.08 -0.09 0.0000
H -2.283315 6.742237 -1.530259 0.05 -0.08 0.00 0.0000
H -2.494899 5.545292 -3.689963 0.09 -0.04 0.09 0.0000
H -1.104678 3.544957 -4.140048 0.02 0.06 0.12 0.0000
H 4.873668 1.531234 -0.676622 0.06 -0.01 0.03 -0.0011
H 5.929024 0.989761 1.555766 -0.10 -0.02 -0.06 0.0030
H 4.375644 0.512759 3.453917 -0.03 0.01 -0.13 -0.0003
H -0.799003 1.656252 3.863291 0.03 0.20 -0.11 -0.0002
H 0.698187 0.039592 5.915666 0.12 -0.14 -0.02 0.0005
H 0.704413 1.802134 5.681206 0.04 0.08 0.05 0.0001
H -1.803786 -1.187752 2.601822 0.11 -0.01 -0.26 0.0012
H -3.690458 -2.529150 3.309042 0.02 0.01 0.01 0.0000
H -4.526297 -2.388681 5.643918 0.06 0.07 -0.03 0.0000
H -3.444486 -0.821019 7.231347 0.03 0.00 -0.07 0.0000
H -1.553555 0.565969 6.509107 -0.04 -0.10 -0.08 0.0000
C 1.197141 3.688456 1.807165 -0.09 0.06 0.34 0.0006
C -0.144545 3.136796 1.454010 0.00 -0.03 0.36 0.0000
N -0.388302 1.937718 0.981096 -0.48 -0.33 0.46 0.0041
C -1.749726 1.864497 0.829368 0.33 -0.90 -0.33 0.0018
C -2.333478 3.028351 1.184201 -0.46 0.62 0.13 0.0001
N -1.304036 3.824726 1.576225 0.22 0.18 0.60 0.0004
C -3.722569 3.564018 1.258633 0.41 -0.12 -0.06 0.0001
O -4.688499 2.764743 0.874969 -0.13 -0.06 -0.01 0.0000
O -3.886397 4.687143 1.659213 -0.12 0.29 0.08 0.0000
C -2.341388 0.558844 0.476084 1.16 -0.24 0.10 0.0041
O -3.523732 0.407110 0.280718 -1.04 0.04 -0.03 0.0017
O -1.452092 -0.402672 0.409373 -1.77 0.71 0.23 0.0149
H 1.970668 2.989181 1.494847 -0.03 0.02 -0.02 0.0004
H 1.286672 3.848465 2.885884 0.00 -0.04 -0.06 0.0000
H 1.374792 4.646470 1.310070 0.01 -0.06 0.19 0.0000
H -1.445611 4.775219 1.885185 0.00 -0.04 0.00 0.0001
H -4.329906 1.876933 0.614509 -0.09 -0.19 -0.09 0.0000
F 0.657689 -1.916315 4.167080 0.00 0.03 -0.18 0.0005
C 0.851525 -2.819946 3.162026 -0.04 0.11 -0.11 -0.0004
C 0.859640 -2.477662 1.800031 0.10 -0.02 0.56 -0.0042
C 1.177630 -3.596580 1.026140 -0.05 0.14 0.40 0.0004
F 1.363007 -3.526387 -0.284131 0.05 0.33 -0.71 0.0004
C 1.385184 -4.878129 1.494268 -0.03 -0.13 0.06 0.0000
F 1.676568 -5.869249 0.653155 0.04 -0.10 -0.11 -0.0001
C 1.313301 -5.131025 2.839707 0.04 -0.17 0.02 0.0003
F 1.517840 -6.350098 3.317546 0.04 -0.27 0.11 0.0001
C 1.053999 -4.081413 3.682003 -0.04 -0.01 0.22 -0.0001
F 1.015287 -4.293926 5.003159 -0.01 0.02 0.05 -0.0001
C 2.206333 -3.777444 -3.795182 0.17 -0.28 -0.22 -0.0017
Ge 2.215032 -2.105430 -2.771940 -0.02 -0.03 0.09 -0.0044
C 3.017970 -0.831211 -4.037892 0.10 0.22 -0.20 -0.0004
C 3.662693 -2.341546 -1.449394 0.27 0.05 0.04 0.0003
Ge 0.112800 -1.431538 -1.678162 0.44 -0.36 0.55 -0.0129
C -0.829683 -0.475277 -3.137150 -0.17 0.38 -0.01 -0.0052
C -1.926996 0.365703 -2.903765 0.08 -0.02 -0.16 -0.0004
C -2.591722 1.003229 -3.947476 0.03 -0.07 0.04 0.0000
C -2.172059 0.814859 -5.258720 0.11 -0.04 0.01 -0.0002
C -1.097111 -0.030435 -5.516397 0.00 0.02 0.06 -0.0003
C -0.439132 -0.667863 -4.466713 -0.32 0.15 0.02 -0.0014
C -1.100529 -3.026028 -1.614366 -0.11 -0.33 -0.12 0.0025
C -0.715803 -4.264392 -2.149724 -0.28 -0.01 0.16 0.0002
C -1.564896 -5.369502 -2.137299 0.05 0.13 0.04 0.0001
C -2.837161 -5.268144 -1.586590 0.06 -0.02 -0.04 0.0000
C -3.248836 -4.050611 -1.065830 0.10 0.15 0.02 0.0001
C -2.394324 -2.946396 -1.081173 0.00 -0.18 -0.15 0.0003
H 3.114392 -3.816575 -4.411297 -0.15 -0.03 0.11 -0.0002
H 1.335016 -3.852119 -4.452155 0.12 -0.03 0.05 0.0000
H 2.211646 -4.635844 -3.115234 0.02 0.07 -0.17 0.0000
H 3.885773 -1.333574 -4.485369 -0.13 0.11 0.05 -0.0001
H 3.384597 0.055630 -3.513747 -0.04 0.03 -0.10 0.0000
H 2.340285 -0.525020 -4.841828 0.18 0.01 0.15 0.0000
H 4.593285 -1.899347 -1.832567 -0.16 -0.11 0.10 0.0000
H 3.828462 -3.408158 -1.273578 0.01 0.12 0.02 0.0000
H 3.422381 -1.877409 -0.489701 0.02 -0.03 -0.02 0.0002
H -2.292386 0.522435 -1.895568 0.06 -0.02 -0.14 0.0000
H -3.443267 1.643043 -3.735220 0.06 -0.04 0.00 0.0000
H -2.684006 1.313326 -6.073846 0.01 -0.04 0.02 0.0000
H -0.775459 -0.203118 -6.539009 -0.02 0.02 0.07 0.0000
H 0.375749 -1.341879 -4.696967 -0.03 -0.01 -0.02 -0.0003
H 0.267288 -4.379064 -2.579589 -0.08 -0.03 0.05 -0.0001
H -1.227864 -6.312544 -2.557158 -0.01 0.07 0.02 0.0000
H -3.501608 -6.126993 -1.572157 0.07 0.08 0.00 0.0000
H -4.244349 -3.950827 -0.642795 0.08 0.02 -0.04 0.0000
H -2.771240 -2.014186 -0.685862 0.03 0.05 0.04 0.0000
```
Forces are in eV/Å.

## Properties
total energy	-8159.04495	Eh
expectation value of S²	0.7663
orbital gap (alpha / beta)	5.197 / 4.852	eV
multiplicity	2
ΔE to the lowest compared entry with this formula, charge and spin	2.565	eV